No. 1
A molecular structure, C46H58N4O4PrS, computed with ωB97M-V with the def2-TZVPD basis set.

CARTESIAN COORDINATES (ANGSTROEM)
C (0.892, -0.237, 5.453)
Pr (-0.262, -0.482, 0.200)
C (4.910, 1.753, -1.843)
C (-1.872, 5.091, 1.736)
H (-4.292, -3.183, -2.870)
C (-2.601, -6.756, 0.128)
H (-1.389, -4.641, 5.856)
C (-3.179, -5.544, 0.903)
H (0.982, 0.799, 5.040)
H (4.911, 3.799, -2.501)
C (-1.823, -4.357, 4.877)
N (-0.655, -1.716, -1.913)
C (3.500, 1.279, -1.826)
H (2.496, 0.302, -6.134)
H (4.045, 1.222, 0.961)
H (0.881, -3.458, 3.938)
H (-1.611, -6.153, 3.597)
H (0.613, 4.012, 1.046)
H (1.742, -2.176, 5.510)
H (6.153, 3.498, -1.323)
H (4.022, 1.063, 4.522)
H (1.666, 7.031, 1.039)
S (-1.874, 1.069, 1.680)
H (-3.374, 4.073, 2.813)
C (3.297, 0.474, 0.624)
C (0.597, 6.918, 1.311)
H (5.475, 1.439, -2.739)
N (-0.675, -2.834, 0.866)
C (-0.069, 6.003, 0.248)
C (-4.170, 5.007, 1.024)
H (4.155, 0.340, -5.745)
C (5.133, 3.237, -1.603)
H (-5.545, 3.458, 1.629)
C (2.867, 1.519, -4.351)
H (0.042, 7.851, 1.354)
C (4.238, 0.603, 3.528)
H (-2.334, -1.757, -5.954)
H (2.906, -1.034, 5.706)
H (-1.833, -6.484, -0.599)
C (2.265, -1.077, 3.680)
C (-3.611, -4.236, -4.646)
H (1.745, 4.689, -0.099)
H (-1.065, 4.751, 2.387)
H (-3.271, -7.356, -0.455)
H (-6.087, 4.607, 0.283)
H (-6.173, 5.115, 1.899)
C (-1.530, -1.467, -4.039)
C (-2.120, -4.570, 1.222)
H (-4.679, 6.144, -0.704)
H (-3.398, -3.571, -1.116)
H (5.902, -0.448, 4.558)
H (-2.116, -7.477, 0.844)
H (0.501, 0.369, -4.430)
C (-1.555, 5.791, 0.581)
H (5.427, -1.150, 3.055)
H (5.473, 1.221, -1.074)
C (-1.444, -1.274, -5.593)
H (0.210, 3.936, -0.627)
O (-2.755, 0.453, 0.637)
O (-0.795, 1.837, 0.901)
C (3.153, 0.335, -5.258)
H (1.957, 2.095, -4.660)
H (4.536, 3.529, -0.746)
N (1.615, 0.108, -1.123)
H (-4.008, -5.099, 0.354)
H (-4.310, -2.234, -4.271)
C (-5.597, 4.498, 1.190)
C (-1.856, -2.406, -1.943)
C (3.133, -0.251, 2.997)
N (1.830, -1.342, 1.423)
H (-3.577, -5.973, 1.833)
H (0.639, -1.191, -6.286)
C (1.530, -1.885, 2.655)
C (0.645, 4.661, 0.128)
C (-1.720, -3.525, 0.310)
C (2.687, 1.038, -2.971)
C (-1.208, -5.150, 3.645)
H (-0.003, 6.487, -0.734)
H (4.415, 1.472, 2.894)
H (-4.551, -4.663, -5.024)
H (-2.903, -4.063, -5.526)
C (0.695, -3.000, 2.973)
C (-2.407, -2.330, -3.283)
O (-2.687, 1.846, 2.573)
C (0.576, -0.161, -3.456)
H (-2.933, -4.447, 4.905)
H (-1.547, -3.294, 4.770)
C (-3.892, 5.785, -0.058)
C (-0.333, -3.411, 2.080)
C (-2.370, -3.249, -0.928)
H (3.066, -0.535, -4.612)
H (-3.044, -4.991, -4.062)
H (-0.170, -5.275, 3.897)
C (-0.168, -1.896, -6.188)
C (-3.128, 4.634, 1.933)
C (-3.702, -2.953, -3.759)
C (1.608, 0.282, -2.580)
C (2.029, -1.157, 5.117)
H (0.622, 6.445, 2.256)
C (5.530, -0.204, 3.533)
C (-0.504, -1.045, -3.148)
H (0.173, -2.734, -5.508)
C (2.847, 0.584, -0.721)
H (3.617, 2.288, -4.487)
O (-1.050, 0.036, 2.354)
H (-1.565, -0.276, -5.861)
H (-0.015, -0.700, 5.031)
C (2.736, -0.309, 1.607)
H (-2.174, 6.657, -1.235)
H (-0.405, -2.294, -7.174)
H (6.393, 0.361, 3.094)
C (-2.520, 6.122, -0.308)
H (0.741, -0.117, 6.543)
C (-1.316, -4.416, 2.361)

Forces on atoms 1 to 6 (eV/Å):
-1.140 1.090 0.652
0.459 -0.974 -0.582
1.330 -0.228 0.176
0.893 -0.552 0.234
-0.044 -0.173 0.002
1.257 -0.561 0.583

As for the charge: -1. The HOMO-LUMO gap (alpha / beta) is 5.46 / 5.46 eV. As for the multiplicity: 3. The value obtained for the HOMO energy (alpha / beta) is -4.370 / -4.366 eV.

***

No. 2
A molecular structure, C46H59B2Br2INO18PS2, computed with ωB97M-V with the def2-TZVPD basis set.

CARTESIAN COORDINATES (ANGSTROEM)
H (-1.070, -3.724, -1.423)
H (-0.127, 1.503, -4.247)
C (-2.247, 4.290, 1.308)
H (2.944, 0.968, -1.902)
C (-7.300, 7.248, 2.528)
O (-0.011, -2.682, -6.267)
O (-9.056, 5.390, 0.054)
I (3.841, -2.307, -0.988)
Br (4.188, 1.393, 3.514)
C (-0.867, -5.308, 8.767)
H (1.059, -1.123, -10.318)
C (-0.672, -7.164, 7.176)
H (-0.666, -3.334, -3.319)
H (-1.782, -4.139, -7.486)
O (1.022, -3.133, 3.882)
C (-1.191, -3.503, -8.134)
H (1.871, -3.799, -3.856)
H (0.142, -3.486, 3.558)
H (3.370, 2.800, 1.483)
H (-2.284, 1.008, -0.986)
C (1.579, 0.498, 0.179)
H (1.483, 1.624, -0.223)
H (-0.781, -8.200, 6.882)
O (-0.139, -2.910, 0.869)
C (1.260, -2.712, 0.560)
C (5.048, 7.500, 3.544)
C (4.508, -4.719, 1.649)
P (1.821, -4.585, 0.296)
H (-5.058, 4.647, 1.912)
H (1.389, -1.174, -7.850)
H (-0.202, -1.161, -3.603)
H (-0.400, -7.948, 0.021)
B (1.582, -2.125, 2.946)
H (-1.435, -7.386, 9.144)
H (5.084, -5.313, 2.509)
C (4.287, 6.689, 2.803)
C (1.598, -2.018, -0.922)
H (-2.112, -4.088, -9.955)
H (4.998, -4.879, 0.598)
C (1.995, 0.366, -2.319)
H (-6.875, 4.010, 0.331)
C (4.619, 6.055, 5.567)
C (2.948, -5.186, 1.703)
H (1.272, 1.279, -2.593)
C (3.636, 5.500, 3.390)
H (0.456, -4.170, 5.786)
H (-1.081, 1.206, 0.418)
H (-0.198, -3.355, 8.047)
O (-4.036, 3.001, 0.015)
H (-1.462, 4.550, -3.159)
H (4.114, 6.863, 1.748)
C (-0.326, -3.818, -2.311)
H (1.048, -7.767, 1.218)
O (5.965, 7.987, 5.659)
O (1.643, -0.231, -5.145)
C (-1.023, -6.726, 8.389)
C (1.194, -0.466, -1.135)
H (-0.190, 2.828, -2.221)
H (5.533, 8.376, 3.128)
C (5.270, 7.244, 4.980)
H (-9.181, 7.491, 1.575)
H (2.540, -4.964, 2.803)
O (-0.712, -2.580, -11.537)
C (-5.964, 5.232, 1.808)
C (-0.873, -0.410, -3.030)
C (3.062, 0.596, 0.765)
C (-0.551, -2.602, -10.324)
C (-2.808, 3.582, -0.059)
O (3.854, 0.421, -4.345)
C (-0.172, -2.660, -7.480)
N (-2.089, 3.456, -1.381)
O (-5.183, 6.748, 3.433)
C (0.044, -4.829, 6.540)
O (-1.191, -4.906, 9.876)
S (-1.158, -1.589, 0.719)
H (3.898, 1.042, 0.035)
H (1.411, -7.495, -0.623)
C (-0.788, 2.649, -1.247)
H (-1.346, -0.759, -5.676)
H (4.792, 5.881, 6.622)
H (1.856, 1.937, 2.237)
H (-0.693, -5.328, -0.006)
O (2.162, -2.351, 1.635)
H (-1.114, 4.093, 1.536)
C (-0.741, 5.753, -1.362)
H (0.296, 5.231, -1.150)
C (-6.074, 6.436, 2.655)
H (-0.253, -4.990, -2.536)
O (-2.568, -2.125, 1.196)
C (0.645, -1.786, -8.345)
O (2.941, 4.757, 2.711)
H (-2.856, 0.496, -5.495)
H (0.833, 0.406, 1.068)
C (-6.939, 4.890, 0.959)
C (0.600, -7.323, 0.204)
H (-0.184, 3.204, -0.379)
C (0.468, -1.759, -9.670)
H (-1.960, 1.582, -3.541)
B (1.190, -3.169, -2.002)
H (-7.364, 8.128, 3.156)
H (-1.225, 1.048, -6.266)
C (-1.087, 0.888, -3.968)
C (-1.858, 4.783, -2.065)
H (-2.858, 5.402, -2.213)
H (2.956, -6.379, 1.638)
O (0.212, -6.649, 5.053)
H (4.525, -3.563, 1.945)
C (2.986, 1.776, 1.962)
C (-1.110, 1.145, -0.777)
H (-2.535, 5.439, 1.270)
H (-0.515, 6.672, -2.080)
C (-8.166, 5.702, 0.832)
C (-8.275, 6.906, 1.680)
H (-2.880, 3.834, 2.205)
C (-0.112, -6.248, 6.162)
C (-0.307, -4.392, 7.753)
H (3.566, -0.296, 1.291)
H (3.373, 4.368, 5.242)
C (-1.686, 0.335, -5.429)
O (2.163, -3.912, -2.894)
O (1.510, -0.699, 3.426)
C (3.858, 5.243, 4.826)
Br (-2.733, -1.282, -3.137)
H (-1.107, 6.244, -0.338)
C (-1.368, -3.476, -9.459)
C (-0.425, -0.158, -1.438)
H (3.009, -1.704, -3.881)
O (-1.323, -1.223, -0.866)
C (0.264, -5.740, 0.517)
H (0.540, -0.570, 3.645)
H (0.040, -5.690, 1.689)
S (2.563, -0.377, -3.873)

Forces on atoms 1 to 6 (eV/Å):
0.971 0.222 -2.057
-1.715 -1.349 0.932
-0.936 -0.302 0.233
-1.843 -1.980 -0.956
-0.436 0.102 -0.185
-0.097 -0.177 -0.596

As for the charge: 0. The HOMO-LUMO gap is 6.44 eV. The value obtained for the HOMO energy is -8.293 eV.

***

> Among the records above, which one has the lowest charge?

C46H58N4O4PrS

***

> Number 2 is which compound?

C46H59B2Br2INO18PS2